No. 1
Formula: C47H53Cl3N2O5SbSiY
Source: the OMol25 dataset
Level of theory: ωB97M-V/def2-TZVPD

multiplicity	1
HOMO-LUMO gap	7.1	eV

Geometry (Å):
Y: 2.344214 -0.417573 -0.306899
O: 5.404453 1.638321 -1.553159
C: 4.501354 0.864241 -1.769482
O: 3.219014 1.128062 -1.584962
C: 4.759946 -0.493182 -2.478344
C: 3.640894 -0.788156 -3.489378
C: 4.152826 -1.634040 -4.646783
C: 4.430527 -2.965269 -3.926269
C: 3.865751 -2.702153 -2.526004
O: 2.798470 -1.725244 -2.771517
C: 4.823030 -1.875699 -1.664673
C: 4.311849 -1.885657 -0.177795
O: 2.952204 -2.430100 -0.145015
O: 4.360078 -0.586521 0.380699
H: 5.701091 -0.318480 -2.999836
H: 3.055691 0.086559 -3.759953
H: 3.369336 -1.749007 -5.396673
H: 5.029817 -1.202243 -5.126801
H: 3.927357 -3.801583 -4.409711
H: 5.493856 -3.197963 -3.871961
H: 3.450094 -3.566288 -2.022756
H: 5.843116 -2.260510 -1.686495
C: 0.864430 1.998720 6.538063
C: 0.121235 0.861427 5.838542
C: 0.423042 -0.456549 6.565360
C: -1.384149 1.155096 5.895058
C: 0.550897 0.715676 4.383956
C: 1.598692 1.436010 3.830320
C: 1.924156 1.238207 2.498284
N: 1.277337 0.368644 1.729539
C: 0.274058 -0.358543 2.243270
C: -0.111732 -0.195994 3.560683
C: -0.355987 -1.391504 1.348555
C: -1.364219 -2.227579 1.796318
C: -1.856465 -3.240857 0.971635
C: -1.257104 -3.399847 -0.268980
C: -0.254329 -2.524117 -0.655338
N: 0.141741 -1.515330 0.110177
C: -2.991764 -4.126829 1.470058
C: -4.192260 -3.237397 1.822766
C: -2.520585 -4.882157 2.719603
C: -3.428438 -5.141641 0.414175
H: 0.494843 2.098914 7.559124
H: 0.709365 2.954326 6.033435
H: 1.937514 1.810976 6.595842
H: 0.154246 -0.369795 7.619496
H: 1.482764 -0.706968 6.501499
H: -0.142864 -1.287019 6.140959
H: -1.688241 1.321351 6.929480
H: -1.980095 0.328478 5.507320
H: -1.631487 2.048297 5.318884
H: 2.162892 2.154485 4.404802
H: 2.726691 1.794273 2.026373
H: -0.920890 -0.779279 3.971795
H: -1.770602 -2.108312 2.789044
H: -1.550680 -4.189511 -0.943222
H: 0.257729 -2.635291 -1.603760
H: -3.971960 -2.566982 2.654451
H: -5.039078 -3.860243 2.114556
H: -4.494549 -2.627995 0.969107
H: -2.241101 -4.200914 3.524090
H: -1.656488 -5.509425 2.496326
H: -3.320909 -5.524105 3.091528
H: -3.762739 -4.654369 -0.503637
H: -4.262919 -5.727963 0.800389
H: -2.627379 -5.837687 0.160463
Cl: 6.816880 -2.591963 1.832334
Si: 4.857218 -2.888877 1.264224
Cl: 3.723246 -2.381056 2.949012
Cl: 4.599783 -4.924611 0.969656
C: -1.005756 5.346985 -1.828953
C: -0.517646 4.715057 -3.103285
C: -0.415708 5.555605 -4.212276
C: 0.030459 5.111932 -5.441390
C: 0.396545 3.784739 -5.590392
C: 0.308751 2.940580 -4.499505
C: -0.154236 3.368593 -3.248749
Sb: -0.145203 1.660982 -1.959000
C: -0.848453 2.337960 -0.051385
C: 0.015747 3.294329 0.493258
C: -0.199028 3.852616 1.738800
C: -1.293992 3.437734 2.484003
C: -2.126860 2.456253 1.980449
C: -1.916145 1.882755 0.724125
C: -2.847655 0.778492 0.297161
C: -1.743136 0.615678 -2.913409
C: -1.367904 -0.616433 -3.444357
C: -2.263817 -1.421293 -4.135327
C: -3.563716 -0.985653 -4.306297
C: -3.949123 0.248160 -3.802027
C: -3.060046 1.062595 -3.111256
C: -3.540394 2.393627 -2.616939
H: -1.603191 6.229584 -2.061243
H: -0.173079 5.671712 -1.203252
H: -1.607613 4.681784 -1.225178
H: -0.702889 6.594667 -4.096395
H: 0.093850 5.799840 -6.274421
H: 0.753356 3.407880 -6.539678
H: 0.610702 1.905690 -4.637798
H: 0.882850 3.623059 -0.074791
H: 0.482823 4.599596 2.125535
H: -1.487742 3.863153 3.461211
H: -2.961445 2.105602 2.578732
H: -3.092646 0.148414 1.154186
H: -2.418668 0.139858 -0.471938
H: -3.787510 1.174932 -0.094746
H: -0.341260 -0.953555 -3.340173
H: -1.941841 -2.372797 -4.539539
H: -4.282811 -1.597776 -4.836178
H: -4.968309 0.586990 -3.949473
H: -4.609081 2.365364 -2.401064
H: -3.368171 3.169786 -3.366805
H: -3.024721 2.703236 -1.712090

Atomic forces in eV per Å
Y -0.5 0.5 -0.7
O 0.1 -0.1 -0.1
C -0.3 0.1 -0.1
O 0.2 -0.2 0.2
C 0.2 0.1 0.2
C -0.1 0.1 -0.1
C 0.0 0.1 -0.1
C 0.1 -0.1 0.1
C -0.2 -0.1 0.0
O 0.2 0.1 0.1
C 0.1 0.1 0.1
C -0.1 0.2 -0.3
O 0.4 0.4 0.3
O -0.4 -0.3 0.0
H 0.1 -0.3 0.1
H 0.0 0.0 0.0
H 0.0 0.0 0.0
H 0.0 0.0 0.0
H 0.0 0.0 0.0
H 0.0 0.0 0.0
H 0.0 0.0 0.0
H 0.0 0.0 -0.1
C 0.0 0.0 0.0
C 0.0 0.0 -0.1
C 0.0 0.0 0.0
C 0.0 0.0 0.0
C 0.0 0.0 0.0
C 0.0 0.0 -0.1
C -0.2 0.0 0.2
N 0.0 -0.2 -0.2
C -0.1 -0.1 0.0
C 0.1 0.1 0.0
C -0.1 0.1 0.2
C 0.0 0.0 -0.1
C 0.0 0.0 0.1
C 0.1 0.1 -0.1
C -0.3 0.0 0.1
N 0.4 0.2 0.3
C 0.0 0.0 0.0
C 0.0 0.0 0.0
C 0.0 0.0 0.0
C 0.0 0.0 0.0
H 0.0 0.0 0.0
H 0.0 0.0 0.0
H 0.0 0.0 0.0
H 0.0 0.0 0.0
H 0.0 0.0 0.0
H 0.0 0.0 0.0
H 0.0 0.0 0.0
H 0.0 0.0 0.0
H 0.0 0.0 0.0
H 0.0 0.0 0.0
H 0.1 0.0 0.0
H 0.0 0.0 0.0
H 0.0 0.0 0.0
H 0.0 0.0 0.0
H 0.0 0.0 0.0
H 0.0 0.0 0.0
H 0.0 0.0 0.0
H 0.0 0.0 0.0
H 0.0 0.0 0.0
H 0.0 0.0 0.0
H 0.0 0.0 0.0
H 0.0 0.0 0.0
H 0.0 0.0 0.0
H 0.0 0.0 0.0
Cl -0.1 -0.1 0.0
Si 0.1 -0.3 0.3
Cl 0.2 -0.2 -0.4
Cl 0.1 0.2 0.1
C 0.0 0.1 0.0
C 0.0 -0.1 0.1
C 0.0 0.1 0.0
C 0.0 0.0 -0.1
C 0.0 0.0 0.0
C 0.0 -0.1 0.0
C 0.0 0.2 -0.3
Sb 0.2 -0.4 0.3
C 0.0 0.3 0.1
C 0.0 0.1 -0.1
C 0.0 0.0 0.0
C 0.0 0.0 0.0
C 0.0 0.0 0.0
C -0.1 -0.1 0.0
C -0.1 0.0 0.0
C -0.3 0.0 -0.2
C 0.1 0.0 0.0
C 0.1 0.0 0.0
C -0.1 0.0 0.0
C 0.0 -0.1 0.0
C 0.1 0.0 0.1
C 0.0 0.2 0.0
H 0.0 0.0 0.0
H 0.1 0.0 0.0
H -0.2 -0.2 0.1
H 0.0 0.0 0.0
H 0.0 0.0 0.0
H 0.0 0.0 0.0
H 0.0 0.0 0.0
H 0.0 0.0 0.0
H 0.0 0.0 0.0
H 0.0 0.0 0.0
H 0.0 0.0 0.0
H 0.0 0.0 0.0
H 0.0 0.0 0.0
H 0.0 0.0 0.0
H 0.0 0.0 0.1
H 0.0 0.0 0.0
H 0.0 0.0 0.0
H 0.0 0.0 0.0
H 0.0 0.0 0.0
H 0.0 0.0 0.0
H 0.1 0.0 0.1

=====

No. 2
Formula: C47H53N4O8SeTa
Source: the OMol25 dataset
Level of theory: ωB97M-V/def2-TZVPD

multiplicity	1
HOMO-LUMO gap	8.0	eV

Geometry (Å):
Ta: -13.158992 -1.572073 18.669391
C: -14.156719 -0.277075 26.416155
C: -13.832858 0.785122 25.382229
C: -12.622187 1.577454 25.877588
C: -15.020857 1.705132 25.185782
C: -13.422192 0.136357 24.065943
C: -13.851800 0.602348 22.824435
C: -13.495301 -0.093205 21.705366
Se: -13.853199 0.854810 20.087435
C: -15.660459 0.606853 19.626263
C: -16.521420 1.700273 19.486380
C: -17.832329 1.397673 19.129163
C: -18.234947 0.059397 18.931885
C: -17.372352 -1.044985 19.140167
C: -16.018355 -0.716127 19.331350
O: -15.044943 -1.634504 19.256034
C: -17.847181 -2.472776 19.087483
C: -17.632429 -3.113428 17.696273
C: -19.365048 -2.489430 19.366501
C: -17.185080 -3.318197 20.143938
C: -18.806766 2.491567 18.901822
C: -19.607385 2.274605 17.604490
C: -18.120831 3.819589 18.686000
C: -19.833339 2.550544 20.029616
C: -12.688387 -1.272630 21.703868
O: -12.436702 -1.834302 20.496073
C: -12.099080 -1.662736 22.884582
C: -12.558341 -0.952872 24.040334
C: -11.022556 -2.774935 22.969949
C: -9.803298 -2.206550 22.185080
C: -10.643856 -3.076566 24.436178
C: -11.439757 -4.095704 22.342392
H: -14.574834 0.282191 27.261405
H: -14.942230 -0.935321 25.982850
H: -13.299650 -0.853160 26.808228
H: -12.857727 2.129761 26.753528
H: -11.739429 0.898218 26.056891
H: -12.172694 2.144772 25.058111
H: -15.372035 2.074290 26.150575
H: -14.813497 2.520090 24.510009
H: -15.879831 1.199195 24.798502
H: -14.478148 1.461647 22.782974
H: -16.089993 2.705631 19.585751
H: -19.217569 -0.214312 18.606217
H: -18.111752 -2.481999 16.962461
H: -16.583823 -3.250036 17.454762
H: -18.137614 -4.064764 17.696118
H: -20.006843 -2.131586 18.543007
H: -19.659806 -3.469396 19.695045
H: -19.473822 -1.820226 20.220134
H: -16.108927 -3.329764 19.983672
H: -17.346381 -2.833220 21.123117
H: -17.610673 -4.382180 20.141267
H: -19.001855 2.508697 16.737732
H: -19.996939 1.260923 17.523884
H: -20.463339 2.957692 17.551464
H: -17.422100 3.701609 17.850559
H: -18.901659 4.456468 18.296321
H: -17.777097 4.301266 19.623134
H: -20.309603 1.534571 20.152376
H: -19.324025 2.825945 20.972135
H: -20.600121 3.294778 19.848711
H: -12.153575 -1.308731 24.955014
H: -9.358812 -1.410893 22.740053
H: -9.137330 -2.972575 21.999286
H: -10.157836 -1.770849 21.236779
H: -10.351280 -2.166659 24.886679
H: -11.488167 -3.452876 25.008815
H: -9.872236 -3.820347 24.499271
H: -11.595571 -4.035462 21.261057
H: -10.644994 -4.846256 22.476605
H: -12.351597 -4.459195 22.876786
O: -13.277493 -0.133316 17.309473
C: -12.921310 1.142090 17.243218
C: -13.827251 2.127737 16.871483
C: -13.503375 3.476435 16.977011
C: -12.253924 3.890401 17.351196
C: -11.335871 2.923729 17.660129
C: -11.655104 1.556521 17.703461
C: -10.697471 0.567444 18.071332
N: -11.004237 -0.577251 18.496920
N: -9.968548 -1.500044 18.649100
C: -10.447326 -2.667985 18.498341
O: -11.676643 -2.880514 18.175762
C: -9.574765 -3.921501 18.650575
C: -10.162109 -5.167806 18.804510
C: -9.404634 -6.261891 19.178370
C: -8.022982 -6.108715 19.250324
C: -7.460572 -4.889225 18.988702
C: -8.200524 -3.767825 18.708536
H: -14.832142 1.824260 16.573564
H: -14.202402 4.280013 16.761001
H: -12.037542 4.940352 17.493866
H: -10.319211 3.188619 17.982290
H: -9.638605 0.773330 17.814370
H: -11.240369 -5.254443 18.820517
H: -9.887863 -7.207461 19.390559
H: -7.396432 -6.934572 19.447699
H: -6.332773 -4.836142 18.951487
H: -7.715898 -2.803018 18.568796
O: -15.286774 -6.933661 16.423055
C: -14.699240 -7.280168 17.579852
O: -14.571904 -8.413973 17.939263
C: -14.239902 -6.083274 18.445640
C: -13.839065 -6.169209 19.742317
N: -13.601478 -4.910016 20.176586
N: -13.754034 -4.024730 19.222334
C: -14.133843 -4.681248 18.120669
C: -14.191448 -3.925587 16.855208
O: -14.461101 -4.520426 15.825075
O: -13.996702 -2.674683 16.977333
H: -15.123426 -5.935896 16.219603
H: -13.578791 -7.034909 20.287282
H: -13.211791 -4.684313 21.067644

Atomic forces in eV per Å
Ta 0.3 -0.4 -1.0
C -0.9 -0.1 0.2
C 1.2 -0.3 -0.5
C 1.7 -1.3 -1.2
C -0.2 0.0 0.6
C 0.1 -0.6 -0.3
C 0.3 -0.8 1.3
C -0.1 -0.2 -0.4
Se 1.3 -0.2 -0.5
C -0.4 -0.2 -0.2
C 0.5 -1.2 0.2
C 0.2 -0.6 -0.5
C 1.6 -0.6 0.9
C 0.4 1.3 -0.5
C -0.2 0.5 0.3
O 0.3 0.1 0.0
C -1.0 -0.5 -1.3
C 0.0 0.6 0.6
C 0.4 0.8 0.3
C -0.1 -0.9 0.8
C -1.3 0.4 -0.8
C -0.3 -0.1 -0.1
C -0.6 0.6 0.3
C 0.3 -0.9 1.0
C -0.6 1.7 -1.6
O -0.3 -0.1 0.3
C -0.7 -0.2 1.5
C 0.5 -0.5 -1.0
C 0.2 0.7 0.0
C -2.4 1.0 0.1
C -0.9 -0.1 -0.9
C -0.5 -0.5 0.1
H -0.1 -0.4 0.1
H 0.5 0.1 0.6
H -0.4 0.2 -0.5
H 0.0 0.7 0.7
H -1.1 0.3 0.4
H -0.6 0.8 0.2
H 0.3 0.4 0.0
H 0.2 0.4 0.0
H -0.5 -0.7 -0.5
H -0.3 0.5 -0.3
H -0.6 -0.5 0.1
H -0.4 0.4 0.1
H 0.0 0.1 -0.5
H 0.1 0.1 -0.1
H -0.1 -0.5 -0.1
H 0.3 -0.3 0.3
H -0.3 -0.5 -0.1
H -0.6 0.0 0.1
H -0.1 -0.4 0.1
H -0.1 -0.5 -0.1
H 0.6 1.5 0.1
H 0.3 -0.2 -0.3
H 0.0 0.1 -0.1
H 0.1 -0.1 0.2
H 0.4 0.3 0.6
H -0.2 0.6 0.0
H 0.4 -0.4 -0.7
H 0.4 1.1 0.0
H -0.3 -0.3 -0.2
H -0.2 0.1 -0.2
H 0.1 -0.1 0.8
H 0.5 0.5 0.5
H 1.7 -1.5 -0.5
H 0.3 -0.4 0.3
H 0.7 0.8 0.7
H -0.3 -0.1 0.0
H 0.6 -0.2 -0.1
H 0.1 0.3 0.2
H -0.2 0.2 0.1
H 0.5 0.0 -0.5
O -0.6 -0.8 0.0
C 0.2 0.5 0.8
C -0.9 0.3 -0.3
C -0.9 0.0 -0.5
C 0.6 0.1 0.5
C 1.4 -0.6 0.8
C -0.8 0.7 -0.8
C 1.7 0.8 -0.8
N -0.9 -1.4 0.5
N 0.6 1.2 0.3
C 1.0 -2.2 -0.3
O -1.1 -0.2 -0.1
C -0.7 1.9 -0.2
C -0.6 0.1 0.9
C 0.3 0.1 -0.2
C -1.1 -0.1 -0.2
C 2.7 0.2 -0.3
C -0.1 0.2 0.1
H 0.3 0.0 0.0
H -0.4 -0.5 -0.1
H 0.1 0.0 -0.2
H -0.4 0.0 -0.1
H -0.4 -0.1 0.6
H -0.1 0.1 -0.3
H 0.1 0.0 -0.1
H 0.5 -0.8 0.3
H -1.4 0.1 0.2
H -0.3 -0.2 0.0
O 0.5 0.7 0.6
C 0.0 1.6 -0.3
O 0.0 -0.2 0.3
C -0.3 0.0 -1.8
C 0.1 0.6 -0.2
N 0.0 -1.2 -0.1
N -0.4 0.8 -1.4
C 0.3 -1.1 2.0
C -0.5 -0.1 0.5
O -0.2 0.0 -0.6
O 0.7 1.2 0.5
H 0.1 -1.2 0.0
H -0.2 -0.6 0.7
H 0.0 0.5 0.3

=====

Which energy above the lowest of the compared OMol25 structures with the same formula, charge and spin belongs to each record? In order, 131.2 10.5 kJ/mol.